A) Below is 16 unconnected molecules or ions with the total composition C64H176N16O16, with properties calculated with ωB97M-V/def2-TZVPD.

Each line ends with the Mulliken charge.
Positions of all 272 atoms, in Å:
C1 15.876 -3.719 35.010  -1.4033
C2 15.200 -4.621 33.969  0.6133
C3 14.586 -5.849 34.616  -0.9496
O1 13.598 -5.579 35.569  -0.2260
C4 13.870 -5.827 36.957  -0.8031
N1 14.320 -3.813 33.179  -0.5902
H1 16.338 -2.818 34.607  0.3987
H2 16.655 -4.289 35.517  0.3540
H3 15.230 -3.426 35.837  0.2705
H4 15.944 -4.949 33.244  0.2419
H5 15.437 -6.389 35.031  0.4312
H6 14.089 -6.546 33.942  0.3987
H7 13.804 -6.866 37.281  0.2456
H8 13.150 -5.208 37.492  0.2515
H9 14.858 -5.428 37.190  0.3651
H10 14.806 -2.999 32.830  0.2084
H11 13.575 -3.489 33.778  0.2011
C5 10.555 -9.737 19.280  -1.4993
C6 11.039 -8.317 19.221  0.5991
C7 10.647 -7.542 17.986  -0.6334
O2 11.404 -7.952 16.854  -0.3238
C8 11.448 -7.023 15.759  -0.7165
N2 10.516 -7.677 20.424  -0.7013
H12 10.856 -10.300 20.163  0.4012
H13 11.042 -10.255 18.455  0.3343
H14 9.497 -9.963 19.145  0.3296
H15 12.117 -8.407 19.358  0.1892
H16 10.963 -6.510 18.143  0.3554
H17 9.574 -7.575 17.797  0.3009
H18 10.441 -6.778 15.423  0.3058
H19 11.941 -7.554 14.944  0.2733
H20 12.119 -6.170 15.862  0.2623
H21 9.519 -7.566 20.308  0.2592
H22 10.691 -8.246 21.240  0.2645
C9 10.971 -13.075 27.316  -1.5337
C10 10.209 -12.095 26.523  0.7079
C11 8.963 -11.387 27.085  -0.6659
O3 7.887 -12.294 27.114  -0.3038
C12 6.782 -11.709 27.776  -0.7035
N3 11.150 -11.159 25.868  -0.6574
H23 11.391 -12.552 28.175  0.2947
H24 11.751 -13.548 26.719  0.3575
H25 10.393 -13.869 27.789  0.3651
H26 9.837 -12.758 25.741  0.1702
H27 8.864 -10.580 26.360  0.3478
H28 9.175 -10.931 28.053  0.3452
H29 6.389 -10.815 27.292  0.2913
H30 7.013 -11.429 28.805  0.2756
H31 5.960 -12.421 27.848  0.2763
H32 11.636 -10.567 26.526  0.1940
H33 11.923 -11.648 25.439  0.2447
C13 20.779 -8.431 35.185  -1.4407
C14 20.039 -9.588 35.926  0.4836
C15 19.695 -10.803 35.013  -0.5508
O4 18.772 -11.643 35.756  -0.3428
C16 18.666 -12.954 35.125  -0.6860
N4 20.911 -10.034 37.021  -0.7791
H34 20.951 -7.606 35.876  0.3737
H35 20.165 -7.908 34.452  0.3641
H36 21.696 -8.671 34.648  0.3664
H37 19.100 -9.235 36.351  0.2728
H38 20.631 -11.256 34.686  0.1893
H39 19.158 -10.417 34.146  0.3697
H40 19.604 -13.406 34.805  0.2392
H41 18.248 -12.702 34.150  0.3371
H42 17.949 -13.606 35.625  0.2783
H43 21.003 -9.199 37.582  0.2510
H44 20.357 -10.628 37.622  0.2757
C17 0.419 -5.525 25.367  -1.2883
C18 1.629 -4.657 25.818  0.1749
C19 2.964 -5.381 25.694  -0.5728
O5 4.009 -4.593 26.260  -0.2932
C20 5.291 -5.191 26.187  -0.7040
N5 1.597 -3.441 24.919  -0.6797
H45 0.590 -5.790 24.323  0.3114
H46 -0.554 -5.100 25.612  0.3062
H47 0.430 -6.499 25.857  0.3761
H48 1.386 -4.412 26.851  0.3479
H49 3.066 -5.503 24.615  0.2822
H50 2.902 -6.378 26.129  0.3667
H51 5.192 -6.089 26.798  0.2843
H52 6.052 -4.472 26.487  0.2452
H53 5.585 -5.572 25.209  0.3102
H54 2.182 -2.686 25.247  0.2682
H55 1.930 -3.815 24.041  0.2649
C21 12.121 2.519 23.297  -1.3678
C22 11.188 1.253 23.288  0.4290
C23 11.806 0.030 24.051  -0.7571
O6 10.835 -0.993 24.283  -0.3761
C24 10.554 -1.900 23.122  -0.6754
N6 9.890 1.668 23.786  -0.7132
H56 13.119 2.254 22.947  0.3486
H57 12.086 3.049 24.248  0.3286
H58 11.712 3.304 22.660  0.3613
H59 11.025 0.935 22.258  0.3023
H60 12.256 0.262 25.017  0.3490
H61 12.661 -0.359 23.498  0.3787
H62 11.421 -2.017 22.473  0.2886
H63 9.744 -1.515 22.502  0.2633
H64 10.280 -2.897 23.465  0.2620
H65 9.253 0.913 23.571  0.3049
H66 9.923 1.633 24.794  0.2722
C25 9.687 -10.333 35.103  -1.4170
C26 9.570 -10.631 33.604  0.4960
C27 9.593 -12.129 33.165  -0.5248
O7 10.567 -12.939 33.892  -0.3839
C28 11.950 -12.606 33.623  -0.7054
N7 8.383 -10.002 33.098  -0.6751
H67 9.538 -9.267 35.274  0.4297
H68 10.668 -10.611 35.487  0.2968
H69 8.985 -10.867 35.744  0.3408
H70 10.381 -10.098 33.107  0.2190
H71 9.866 -12.246 32.116  0.2508
H72 8.598 -12.572 33.215  0.3409
H73 12.260 -12.876 32.614  0.2821
H74 12.637 -13.065 34.335  0.2882
H75 12.226 -11.610 33.967  0.2471
H76 7.652 -10.448 33.634  0.2965
H77 8.392 -9.042 33.413  0.2203
C29 13.841 -6.193 26.258  -1.5151
C30 12.859 -6.483 27.437  0.6220
C31 13.409 -7.160 28.659  -0.7704
O8 13.938 -8.467 28.242  -0.2277
C32 14.564 -9.185 29.208  -0.8117
N8 12.334 -5.249 27.879  -0.6604
H78 14.278 -7.133 25.923  0.3447
H79 14.631 -5.456 26.400  0.3390
H80 13.316 -5.844 25.368  0.3997
H81 12.043 -7.012 26.945  0.1228
H82 12.593 -7.284 29.371  0.4094
H83 14.199 -6.554 29.103  0.3776
H84 13.813 -9.560 29.904  0.2932
H85 15.253 -8.619 29.835  0.3119
H86 15.107 -10.068 28.870  0.2470
H87 13.013 -4.839 28.505  0.2891
H88 12.324 -4.557 27.143  0.2214
C33 19.015 -19.191 34.006  -1.2806
C34 17.438 -19.198 33.997  0.5554
C35 16.798 -19.008 32.618  -0.7514
O9 17.082 -17.736 32.097  -0.2183
C36 16.345 -17.342 30.916  -0.8085
N9 16.840 -20.363 34.580  -0.7189
H89 19.427 -20.053 33.481  0.2888
H90 19.564 -19.063 34.939  0.3392
H91 19.274 -18.295 33.441  0.2832
H92 17.069 -18.399 34.640  0.2476
H93 15.741 -19.258 32.705  0.3500
H94 17.184 -19.734 31.902  0.3198
H95 16.440 -18.017 30.066  0.3044
H96 16.673 -16.397 30.482  0.2496
H97 15.284 -17.219 31.136  0.3128
H98 16.951 -21.204 34.032  0.2656
H99 15.845 -20.185 34.576  0.2614
C37 23.730 -15.726 33.688  -1.1539
C38 24.386 -14.799 32.608  0.3300
C39 23.514 -14.856 31.301  -0.8369
O10 22.229 -14.289 31.505  -0.1885
C40 21.264 -14.289 30.477  -0.7584
N10 24.466 -13.476 33.182  -0.6451
H100 23.555 -16.720 33.276  0.3280
H101 22.704 -15.371 33.787  0.2112
H102 24.259 -15.754 34.641  0.3722
H103 25.371 -15.192 32.353  0.2865
H104 23.507 -15.860 30.876  0.4220
H105 23.938 -14.213 30.530  0.3840
H106 20.383 -13.929 31.008  0.2123
H107 21.185 -15.265 29.998  0.2819
H108 21.533 -13.537 29.735  0.2868
H109 24.894 -13.454 34.097  0.2668
H110 23.539 -13.138 33.400  0.2045
C41 14.711 0.200 18.300  -1.2897
C42 15.150 -0.815 17.255  0.5205
C43 14.851 -2.223 17.764  -0.6698
O11 15.678 -2.532 18.914  -0.3272
C44 15.550 -3.922 19.276  -0.7351
N11 14.444 -0.508 15.980  -0.7963
H111 14.756 1.132 17.736  0.3593
H112 15.360 0.274 19.173  0.3281
H113 13.710 0.052 18.704  0.2996
H114 16.218 -0.691 17.081  0.2352
H115 15.139 -2.858 16.926  0.2933
H116 13.821 -2.489 18.002  0.3757
H117 16.146 -4.165 20.156  0.2744
H118 15.951 -4.547 18.478  0.3057
H119 14.539 -4.250 19.515  0.2914
H120 14.759 0.437 15.808  0.2670
H121 14.922 -1.001 15.239  0.2669
C45 15.311 1.681 33.710  -1.4079
C46 16.646 1.890 32.947  0.5159
C47 16.625 1.690 31.383  -0.5958
O12 16.223 0.301 31.137  -0.2580
C48 16.311 -0.089 29.789  -0.8231
N12 17.037 3.265 33.383  -0.7192
H122 14.503 2.287 33.299  0.3501
H123 15.309 1.824 34.791  0.4035
H124 15.012 0.657 33.486  0.2905
H125 17.289 1.119 33.372  0.1648
H126 17.652 1.875 31.069  0.3147
H127 16.054 2.351 30.731  0.3835
H128 15.353 -0.153 29.273  0.2876
H129 16.740 -1.088 29.712  0.2400
H130 16.947 0.542 29.169  0.3464
H131 18.043 3.323 33.315  0.2488
H132 16.873 3.456 34.361  0.2557
C49 17.540 -11.769 23.815  -1.3656
C50 17.335 -13.243 24.176  0.4984
C51 16.490 -14.065 23.142  -0.7207
O13 15.176 -13.572 22.981  -0.2827
C52 14.299 -14.499 22.387  -0.7870
N13 18.639 -13.761 24.434  -0.6968
H133 18.185 -11.185 24.471  0.3820
H134 16.560 -11.294 23.835  0.3151
H135 17.994 -11.725 22.825  0.3163
H136 16.770 -13.235 25.108  0.2271
H137 16.404 -15.113 23.429  0.3805
H138 16.937 -14.145 22.151  0.3391
H139 14.032 -15.345 23.019  0.3014
H140 14.857 -14.892 21.537  0.3333
H141 13.352 -14.098 22.026  0.2518
H142 19.267 -13.793 23.644  0.2544
H143 18.621 -14.755 24.610  0.2532
C53 8.770 -1.472 35.185  -1.4466
C54 9.621 -2.748 35.080  0.6560
C55 9.336 -3.512 33.731  -0.7548
O14 7.980 -3.958 33.506  -0.3604
C56 7.746 -4.491 32.209  -0.7966
N14 10.989 -2.302 35.211  -0.6967
H144 9.085 -0.784 35.970  0.4144
H145 7.727 -1.731 35.364  0.3328
H146 8.836 -0.915 34.250  0.3269
H147 9.348 -3.386 35.922  0.2747
H148 9.893 -4.447 33.782  0.3330
H149 9.782 -3.086 32.832  0.4137
H150 7.999 -3.772 31.430  0.3448
H151 6.770 -4.903 31.953  0.2904
H152 8.474 -5.263 31.958  0.2971
H153 11.483 -3.139 35.484  0.0868
H154 11.184 -1.784 36.055  0.2801
C57 25.188 -6.945 29.876  -1.3497
C58 24.878 -8.193 30.709  0.6445
C59 23.564 -8.771 30.125  -0.6099
O15 22.468 -7.721 30.229  -0.3242
C60 21.176 -8.162 29.756  -0.7131
N15 25.985 -9.161 30.795  -0.7857
H155 25.305 -7.200 28.822  0.3085
H156 26.120 -6.507 30.234  0.3616
H157 24.423 -6.169 29.872  0.3173
H158 24.746 -7.908 31.753  0.1870
H159 23.265 -9.677 30.653  0.2938
H160 23.652 -9.121 29.097  0.3627
H161 21.280 -8.335 28.685  0.2912
H162 20.487 -7.321 29.836  0.2702
H163 20.772 -9.076 30.192  0.2628
H164 26.781 -8.885 31.352  0.2674
H165 25.699 -9.995 31.287  0.2095
C61 24.452 -4.284 24.795  -1.3005
C62 23.698 -5.576 24.437  0.3680
C63 22.267 -5.642 25.058  -0.7299
O16 21.612 -4.452 24.666  -0.3267
C64 20.372 -4.315 25.257  -0.7366
N16 23.678 -5.716 22.957  -0.7688
H166 25.527 -4.313 24.618  0.3657
H167 24.292 -4.174 25.868  0.3220
H168 24.081 -3.355 24.362  0.2644
H169 24.345 -6.356 24.839  0.3925
H170 22.322 -5.604 26.146  0.4604
H171 21.811 -6.557 24.680  0.3082
H172 20.246 -4.665 26.281  0.2821
H173 19.720 -4.877 24.588  0.2905
H174 20.126 -3.253 25.264  0.2378
H175 23.348 -6.635 22.700  0.2535
H176 22.850 -5.208 22.681  0.3181

Computed properties:
* highest occupied orbital energy: -9.06 eV
* multiplicity: 1
* Kohn-Sham gap: 9.0 eV
* charge: 0
* LUMO energy: -0.10 eV

B) Below is 16 unconnected molecules or ions with the total composition C64H176N16O16, with properties calculated with ωB97M-V/def2-TZVPD.

Each line ends with the Mulliken charge.
Positions of all 272 atoms, in Å:
C1 3.864 -5.911 13.104  -1.7843
C2 4.125 -7.190 12.219  0.1780
C3 3.075 -7.409 11.052  -0.0532
O1 1.838 -7.430 11.655  -0.4554
C4 0.795 -7.485 10.699  -0.7688
N1 5.453 -7.264 11.607  -0.3453
H1 4.651 -5.901 13.858  0.4622
H2 2.890 -5.982 13.588  0.3961
H3 4.068 -5.012 12.522  0.3803
H4 4.082 -8.019 12.925  -0.1755
H5 3.185 -8.310 10.449  -0.1188
H6 3.084 -6.605 10.317  0.5676
H7 -0.096 -7.352 11.312  0.3944
H8 0.742 -8.476 10.248  0.1050
H9 0.841 -6.644 10.006  0.4964
H10 5.512 -6.425 11.047  0.1653
H11 6.237 -7.082 12.218  0.1863
C5 5.227 -13.106 13.550  -1.7010
C6 5.419 -11.554 13.639  1.7901
C7 6.095 -11.228 15.012  -0.9326
O2 5.303 -11.575 16.150  -0.4087
C8 4.268 -10.675 16.468  -0.4047
N2 6.207 -11.187 12.428  -0.1063
H12 6.207 -13.541 13.351  0.0803
H13 4.638 -13.401 12.681  -0.2715
H14 4.880 -13.662 14.421  0.8282
H15 4.452 -11.080 13.469  0.3009
H16 6.415 -10.187 15.041  0.5777
H17 7.009 -11.819 15.074  0.0016
H18 3.541 -10.642 15.656  0.0255
H19 4.540 -9.649 16.715  0.3089
H20 3.765 -11.097 17.338  0.2545
H21 6.110 -10.182 12.401  -0.1582
H22 5.609 -11.380 11.637  -0.4848
C9 6.762 -17.688 5.800  -1.9976
C10 6.017 -17.177 6.961  1.2344
C11 4.734 -16.528 6.505  0.0789
O3 4.962 -15.416 5.634  -0.9206
C12 3.801 -14.668 5.173  -0.5092
N3 5.793 -18.335 7.924  0.4419
H23 6.956 -16.910 5.061  0.2635
H24 6.304 -18.497 5.230  0.3096
H25 7.731 -17.941 6.229  0.5650
H26 6.609 -16.402 7.448  -0.8032
H27 4.197 -16.209 7.398  -0.2941
H28 4.205 -17.264 5.899  0.6095
H29 3.016 -14.594 5.926  0.0822
H30 3.445 -15.146 4.260  0.4219
H31 4.150 -13.688 4.850  0.1499
H32 6.633 -18.888 7.833  0.3529
H33 5.723 -17.924 8.844  -0.3492
C13 -2.556 -13.810 11.287  -0.9900
C14 -3.381 -14.841 10.503  -0.1720
C15 -4.483 -14.252 9.584  -0.4433
O4 -5.657 -13.895 10.366  -0.4112
C16 -6.708 -13.521 9.560  -0.6922
N4 -2.424 -15.543 9.679  -0.1251
H34 -2.151 -13.034 10.637  -0.1199
H35 -1.794 -14.295 11.897  0.4626
H36 -3.245 -13.469 12.061  0.5887
H37 -3.911 -15.528 11.163  0.3844
H38 -4.718 -15.000 8.828  0.5531
H39 -4.084 -13.381 9.064  0.0135
H40 -7.574 -13.394 10.210  0.2816
H41 -6.924 -14.301 8.829  0.3003
H42 -6.482 -12.649 8.947  0.2420
H43 -2.826 -16.079 8.924  -0.0674
H44 -1.851 -16.182 10.212  0.2049
C17 6.533 -18.553 12.083  -2.0023
C18 5.497 -17.504 11.723  0.8244
C19 5.421 -16.416 12.823  -0.0706
O5 5.124 -16.838 14.131  -0.5557
C20 3.850 -17.530 14.200  -0.7446
N5 6.055 -16.967 10.467  1.2561
H45 6.714 -19.301 11.311  0.4068
H46 6.158 -19.180 12.891  0.4408
H47 7.470 -18.109 12.421  0.2378
H48 4.504 -17.923 11.558  0.5304
H49 4.707 -15.655 12.506  0.2065
H50 6.412 -15.997 12.996  -0.3679
H51 3.695 -18.325 13.470  0.3018
H52 3.032 -16.816 14.112  0.2574
H53 3.881 -17.962 15.201  0.3103
H54 6.971 -16.616 10.705  -0.9961
H55 5.564 -16.128 10.194  -0.3595
C21 5.847 -13.276 9.349  -0.6713
C22 4.506 -12.545 9.075  3.0114
C23 3.269 -13.460 9.221  -0.3519
O6 2.005 -12.703 9.055  0.9312
C24 0.857 -13.486 9.128  -0.3368
N6 4.484 -11.359 9.934  1.6530
H56 6.700 -12.603 9.270  -0.6323
H57 6.091 -14.045 8.616  0.2680
H58 5.825 -13.769 10.321  -0.1692
H59 4.485 -12.126 8.069  -0.9661
H60 3.272 -13.776 10.264  0.3647
H61 3.318 -14.354 8.598  -0.5377
H62 0.915 -14.344 8.458  -0.4168
H63 0.017 -12.839 8.877  -0.5942
H64 0.633 -13.931 10.097  0.5302
H65 3.554 -10.975 10.023  -0.7414
H66 5.129 -10.699 9.523  -1.1016
C25 9.071 -17.097 9.399  -2.2151
C26 9.298 -15.690 9.829  1.3833
C27 9.288 -14.722 8.654  1.0682
O7 10.288 -14.970 7.669  -0.5188
C28 11.492 -14.320 7.815  -0.6856
N7 8.462 -15.287 10.977  1.3407
H67 8.892 -17.824 10.191  0.3674
H68 10.027 -17.312 8.921  0.5637
H69 8.261 -17.185 8.675  0.3539
H70 10.321 -15.588 10.193  0.3255
H71 9.251 -13.673 8.949  0.0862
H72 8.356 -14.834 8.099  -1.1159
H73 12.267 -14.730 7.168  0.3402
H74 12.011 -14.423 8.767  0.2247
H75 11.313 -13.293 7.499  0.2591
H76 8.581 -14.292 11.102  -1.6873
H77 8.828 -15.715 11.816  0.2798
C29 -2.904 -9.134 9.552  -1.5732
C30 -1.936 -9.320 8.409  2.2491
C31 -2.555 -9.801 7.099  -1.3236
O8 -3.058 -11.142 7.289  -0.4302
C32 -2.171 -12.127 6.799  0.7849
N8 -1.391 -7.993 8.306  -0.6766
H78 -3.587 -9.983 9.565  0.4190
H79 -3.523 -8.243 9.450  0.3156
H80 -2.394 -9.046 10.511  0.2661
H81 -1.098 -9.957 8.695  -0.7512
H82 -1.852 -9.679 6.275  0.3044
H83 -3.370 -9.167 6.750  0.3914
H84 -2.096 -12.041 5.715  0.4717
H85 -2.421 -13.134 7.134  -0.4950
H86 -1.170 -11.963 7.197  -0.2672
H87 -2.167 -7.415 8.018  0.3440
H88 -1.239 -7.665 9.249  0.1627
C33 6.815 -6.928 8.249  -1.6015
C34 5.946 -8.171 8.117  0.1003
C35 6.134 -9.035 6.905  0.6384
O9 5.705 -8.433 5.698  -0.6331
C36 6.110 -9.150 4.499  -0.6499
N9 6.239 -8.957 9.311  1.4732
H89 7.883 -7.142 8.300  0.1700
H90 6.448 -6.308 9.067  0.2643
H91 6.715 -6.364 7.321  0.5713
H92 4.898 -7.885 8.214  -0.0219
H93 5.579 -9.961 7.055  -0.5091
H94 7.194 -9.247 6.772  0.6397
H95 5.827 -10.202 4.544  -0.0340
H96 7.183 -9.131 4.309  0.3990
H97 5.502 -8.798 3.666  0.4779
H98 6.136 -8.370 10.126  -0.6542
H99 7.247 -9.019 9.277  -0.1930
C37 -3.348 -15.558 5.038  -1.4267
C38 -2.699 -16.572 5.964  0.2764
C39 -1.264 -16.214 6.492  0.2020
O10 -0.304 -16.240 5.424  -0.4203
C40 0.907 -16.860 5.771  -1.0329
N10 -3.641 -16.867 7.009  -0.5432
H100 -3.519 -14.633 5.589  0.2245
H101 -4.268 -15.978 4.631  0.4775
H102 -2.643 -15.385 4.225  0.3221
H103 -2.565 -17.500 5.409  0.2640
H104 -0.990 -16.940 7.258  0.4116
H105 -1.275 -15.249 6.998  -0.3729
H106 1.525 -16.340 6.502  0.2201
H107 1.490 -17.031 4.865  0.4067
H108 0.819 -17.847 6.225  0.6107
H109 -3.356 -17.729 7.451  0.2367
H110 -4.584 -17.067 6.708  0.2304
C41 1.403 -11.688 12.396  0.0485
C42 1.022 -11.654 13.867  1.0928
C43 -0.534 -11.701 14.002  -0.7038
O11 -1.124 -10.496 13.568  -0.3615
C44 -2.466 -10.561 13.172  -0.4856
N11 1.719 -12.762 14.435  -0.6702
H111 2.484 -11.764 12.280  -0.5670
H112 1.176 -10.732 11.925  0.0996
H113 0.914 -12.449 11.788  -0.3858
H114 1.467 -10.761 14.305  0.1955
H115 -0.795 -11.748 15.059  0.4746
H116 -1.072 -12.541 13.562  0.1923
H117 -2.905 -9.568 13.072  0.2890
H118 -3.101 -11.040 13.918  0.3574
H119 -2.484 -11.133 12.245  0.0072
H120 1.517 -12.596 15.411  0.3487
H121 2.721 -12.656 14.363  -0.0519
C45 10.459 -6.279 11.581  -1.8227
C46 9.427 -7.387 11.360  1.2270
C47 9.889 -8.110 10.086  -1.4491
O12 8.946 -9.132 9.702  0.2508
C48 9.410 -9.927 8.680  -1.0365
N12 9.379 -8.185 12.535  -0.5542
H122 11.501 -6.550 11.753  0.3437
H123 10.197 -5.657 12.437  0.4310
H124 10.464 -5.583 10.742  0.3969
H125 8.408 -7.044 11.180  -0.2007
H126 10.891 -8.495 10.272  0.4674
H127 9.968 -7.413 9.252  0.4684
H128 9.827 -9.365 7.844  0.2461
H129 8.602 -10.561 8.315  0.1254
H130 10.231 -10.576 8.984  0.2320
H131 8.724 -8.952 12.491  0.0992
H132 10.247 -8.685 12.666  0.3165
C49 2.254 -9.480 7.800  0.7023
C50 2.485 -10.325 6.535  1.6064
C51 1.332 -11.113 6.076  0.3776
O13 1.729 -11.950 5.037  -0.4276
C52 0.712 -12.919 4.797  -0.7367
N13 2.927 -9.398 5.526  -0.8508
H133 1.895 -10.154 8.578  -0.3417
H134 1.464 -8.729 7.774  0.5543
H135 3.182 -8.961 8.043  -1.5688
H136 3.228 -11.077 6.800  -0.5146
H137 0.469 -10.505 5.804  0.5116
H138 1.029 -11.695 6.947  -0.9812
H139 -0.269 -12.516 4.544  0.4520
H140 0.574 -13.480 5.721  0.0938
H141 1.098 -13.751 4.208  0.3584
H142 3.113 -9.880 4.658  0.4820
H143 3.811 -8.977 5.776  0.2838
C53 3.415 -21.902 7.876  -1.5298
C54 2.779 -20.523 7.624  0.1140
C55 2.754 -19.589 8.903  -0.6024
O14 2.085 -18.329 8.715  0.0656
C56 2.154 -17.436 9.788  0.3533
N14 3.518 -19.758 6.662  -0.6760
H144 4.449 -21.681 8.139  0.3108
H145 3.489 -22.565 7.014  0.3817
H146 2.950 -22.419 8.715  0.3590
H147 1.768 -20.639 7.234  0.4610
H148 3.787 -19.434 9.215  0.0932
H149 2.189 -20.127 9.664  0.5284
H150 3.158 -17.103 10.052  -0.4681
H151 1.698 -17.871 10.678  0.4774
H152 1.574 -16.580 9.443  -0.4017
H153 2.998 -18.893 6.618  -0.0019
H154 4.416 -19.501 7.048  0.5628
C57 7.242 -12.908 5.902  0.6129
C58 7.196 -13.056 4.357  -0.1895
C59 8.393 -12.444 3.560  -1.2696
O15 9.533 -13.216 3.915  -0.2706
C60 10.723 -12.805 3.240  -0.9125
N15 6.990 -14.495 4.138  -0.5736
H155 8.179 -13.337 6.256  0.0015
H156 6.335 -13.254 6.399  -0.0062
H157 7.335 -11.824 5.960  -0.3397
H158 6.307 -12.522 4.021  0.4659
H159 8.516 -11.360 3.565  0.4217
H160 8.088 -12.667 2.538  0.5188
H161 11.053 -11.872 3.698  0.3137
H162 10.600 -12.651 2.168  0.3387
H163 11.494 -13.530 3.499  0.2492
H164 7.851 -14.942 4.416  0.5139
H165 6.252 -14.860 4.723  0.4980
C61 9.461 -13.345 13.480  -1.5009
C62 9.691 -12.320 12.339  0.9026
C63 11.113 -12.358 11.593  -0.3238
O16 12.223 -12.042 12.481  -0.4527
C64 13.504 -12.205 11.878  -0.7054
N16 8.616 -12.574 11.394  2.5688
H166 10.207 -13.241 14.268  0.4642
H167 9.491 -14.339 13.033  0.2279
H168 8.502 -13.156 13.961  0.1876
H169 9.558 -11.324 12.763  0.1279
H170 11.018 -11.642 10.777  0.0036
H171 11.103 -13.324 11.089  0.1898
H172 13.540 -11.646 10.942  0.2838
H173 13.760 -13.246 11.685  0.2742
H174 14.244 -11.799 12.568  0.2934
H175 7.760 -12.280 11.843  -1.2048
H176 8.676 -11.884 10.659  -1.1349

Computed properties:
* highest occupied orbital energy: -8.14 eV
* multiplicity: 1
* Kohn-Sham gap: 8.5 eV
* charge: 0
* LUMO energy: 0.39 eV

Ranking the structures above by stability puts B) first and A) last.